Density functional theory data (wB97M-V/def2-TZVPD) for a structure of composition C43H42N5P2SW.

Each line ends with the Mulliken charge.
Cartesian coordinates (Å):
W 0.9887 1.6372 0.2944  0.8683
C -0.3106 3.0232 2.7796  -1.2406
C 1.1443 2.7758 2.4333  1.2270
C 2.0241 2.1893 3.3949  -0.7646
C 3.3713 2.3005 3.2680  -0.8059
C 3.9463 3.0407 2.2044  -0.4404
C 3.1463 3.6903 1.3191  -0.9030
C 1.7313 3.5738 1.4192  -0.8227
H -0.9324 3.1508 1.8832  0.2117
H -0.4011 3.9531 3.3449  0.3989
H -0.7339 2.2180 3.3739  0.3149
H 1.6002 1.6903 4.2568  0.7272
H 4.0207 1.8551 4.0120  0.4430
H 5.0232 3.1270 2.1355  0.4728
H 3.5643 4.3087 0.5351  0.4709
H 1.1264 4.3150 0.9170  0.6819
C -6.0049 -3.3744 -0.7086  -0.8468
S -5.6494 -1.7375 -1.3730  -0.0068
C -4.4664 -1.1822 -0.1252  -0.5666
C -4.0054 0.2248 -0.4805  -0.8269
C -2.7882 0.6891 0.3123  -1.3367
N -1.6033 -0.2034 0.0833  1.3991
P -0.5715 0.3646 -1.2259  -0.6989
C -1.5810 1.1291 -2.5082  1.2579
C -1.9521 0.4071 -3.6427  -0.4849
C -2.7439 1.0035 -4.6110  -0.8260
C -3.1618 2.3169 -4.4602  -0.7132
C -2.7783 3.0481 -3.3436  -1.0801
C -1.9823 2.4625 -2.3763  -0.3087
C 0.1351 -1.1148 -1.9685  0.1838
C -0.5183 -2.3431 -1.9215  0.2240
C 0.0682 -3.4500 -2.5147  -0.6654
C 1.2925 -3.3283 -3.1626  -0.7662
C 1.9364 -2.1002 -3.2198  -0.7500
C 1.3610 -0.9916 -2.6180  -0.8151
P -0.3851 -0.2624 1.3454  -0.3160
C -1.2424 -0.5017 2.9336  1.1578
C -2.5620 -0.9249 3.0814  -0.4863
C -3.0643 -1.2140 4.3428  -0.7679
C -2.2525 -1.0978 5.4626  -0.8073
C -0.9267 -0.7126 5.3176  -0.7028
C -0.4246 -0.4218 4.0597  -0.9227
C 0.3320 -1.9305 1.1450  0.8270
C 1.6540 -2.1330 0.7700  0.0818
C 2.1400 -3.4216 0.5869  -0.4746
C 1.3060 -4.5113 0.7738  -0.7010
C -0.0185 -4.3157 1.1505  -0.8525
C -0.5019 -3.0337 1.3417  -1.0941
H -6.7168 -3.8447 -1.3846  0.3589
H -6.4542 -3.3043 0.2815  0.2749
H -5.1020 -3.9836 -0.6679  0.2386
H -3.6169 -1.8696 -0.1060  -0.0414
H -4.9533 -1.1995 0.8534  0.4070
H -4.8180 0.9333 -0.3033  0.6266
H -3.7799 0.2699 -1.5469  0.0718
H -3.0157 0.7173 1.3728  1.4358
H -2.5620 1.7221 0.0322  0.0056
H -1.6236 -0.6143 -3.7726  0.4322
H -3.0245 0.4423 -5.4928  0.4764
H -3.7669 2.7828 -5.2271  0.4160
H -3.0785 4.0831 -3.2399  0.4706
H -1.6496 3.0550 -1.5322  0.4253
H -1.4691 -2.4298 -1.4075  0.3510
H -0.4315 -4.4101 -2.4730  0.4689
H 1.7448 -4.1957 -3.6268  0.4054
H 2.8878 -2.0055 -3.7281  0.4737
H 1.8632 -0.0317 -2.6533  0.4726
H -3.1985 -1.0593 2.2169  0.3842
H -4.0920 -1.5387 4.4487  0.4903
H -2.6483 -1.3211 6.4450  0.3959
H -0.2814 -0.6481 6.1844  0.4743
H 0.6188 -0.1534 3.9421  0.6310
H 2.3004 -1.2891 0.5993  -0.3836
H 3.1720 -3.5668 0.2899  0.5222
H 1.6844 -5.5156 0.6277  0.4243
H -0.6713 -5.1665 1.3020  0.4416
H -1.5350 -2.8900 1.6353  0.3520
N 2.5071 0.9033 0.0498  1.7387
C 3.8320 0.6702 -0.2547  0.0621
C 4.6541 0.0031 0.6528  0.2787
C 5.9857 -0.2135 0.3370  -1.1136
C 6.5009 0.2312 -0.8717  -0.5161
C 5.6823 0.9044 -1.7690  -0.9407
C 4.3494 1.1277 -1.4686  -0.1155
H 4.2367 -0.3268 1.5962  0.5439
H 6.6276 -0.7298 1.0402  0.4648
H 7.5414 0.0591 -1.1133  0.4333
H 6.0867 1.2601 -2.7079  0.4619
H 3.7031 1.6618 -2.1542  0.3810
N 0.8521 3.1498 -1.1148  -0.2669
C 0.9543 3.6014 -2.2018  0.8068
N 1.0752 4.1799 -3.3140  -0.8113
C 0.7699 3.4678 -4.4123  0.4826
N 0.5093 2.8935 -5.3802  -0.5451

Summary:
- net charge = +1
- gap between HOMO and LUMO (eV) = 6.75
- energy relative to the best compared isomer or geometry (same formula, charge and spin) (eV) = 1.039
- HOMO energy (eV) = -10.1